(1)
# C28H83N3O12

12 unconnected molecules or ions with the total composition C28H83N3O12 (the ωB97M-V functional and the def2-TZVPD basis, the Open Molecules 2025 dataset).

```
126
Properties=species:S:1:pos:R:3
C 0.29 1.82 4.43
O 0.24 2.98 3.60
H -0.67 1.30 4.38
H 1.02 1.05 4.17
H 0.37 2.05 5.49
H -0.68 3.22 3.54
C 4.46 -2.54 -3.88
O 4.41 -1.14 -4.02
H 4.74 -2.76 -2.85
H 3.58 -3.01 -4.32
H 5.22 -2.89 -4.58
H 3.66 -0.80 -3.52
C 2.06 -4.18 3.40
C 2.07 -3.09 2.31
O 1.11 -2.19 2.59
H 1.05 -4.52 3.62
H 2.40 -3.95 4.41
H 2.56 -5.06 3.01
H 1.89 -3.60 1.36
H 3.10 -2.73 2.24
H 0.95 -1.67 1.80
C 3.73 -0.21 3.93
C 4.00 1.05 4.76
O 4.86 1.90 4.03
H 2.92 -0.82 4.34
H 4.65 -0.77 3.77
H 3.34 0.07 2.95
H 4.43 0.82 5.74
H 3.08 1.60 4.91
H 4.31 2.35 3.38
C -2.14 -2.33 4.19
C -1.18 -2.76 5.21
O -0.05 -1.90 4.99
H -2.42 -1.30 4.40
H -3.10 -2.85 4.25
H -1.78 -2.49 3.18
H -0.90 -3.80 5.05
H -1.55 -2.61 6.22
H 0.29 -2.14 4.12
C 2.70 3.16 -3.23
C 1.72 2.97 -4.38
O 1.40 1.62 -4.47
H 2.93 4.20 -2.98
H 3.69 2.78 -3.49
H 2.49 2.61 -2.31
H 2.16 3.39 -5.28
H 0.84 3.59 -4.28
H 0.44 1.55 -4.53
C 4.39 3.64 0.78
C 2.93 3.84 1.34
O 2.91 3.40 2.71
H 4.63 2.60 0.55
H 5.11 4.13 1.43
H 4.59 4.06 -0.21
H 2.15 3.30 0.80
H 2.60 4.88 1.37
H 1.99 3.35 2.98
C 0.10 -4.33 -1.63
C -1.06 -3.86 -0.66
O -2.10 -3.37 -1.47
H 0.54 -3.47 -2.13
H -0.33 -5.03 -2.34
H 1.00 -4.66 -1.11
H -0.63 -3.13 0.03
H -1.49 -4.60 0.02
H -1.82 -2.56 -1.91
C 0.16 -1.99 -5.37
C -0.98 -2.34 -4.44
O -0.92 -1.45 -3.38
H 0.08 -2.61 -6.26
H 1.14 -2.19 -4.94
H 0.07 -0.97 -5.74
H -0.89 -3.34 -4.01
H -1.92 -2.28 -4.99
H -1.24 -0.62 -3.74
C 3.12 -0.19 -0.61
C 1.88 -0.92 -1.17
C 0.50 -0.33 -0.58
O 0.40 -0.40 0.85
C -0.84 0.14 1.36
N 1.92 -0.83 -2.64
H 3.98 -0.74 -0.99
H 3.13 -0.18 0.48
H 3.14 0.84 -0.98
H 1.92 -1.95 -0.83
H -0.40 -0.82 -0.96
H 0.41 0.73 -0.82
H -0.90 1.20 1.14
H -1.01 0.05 2.43
H -1.78 -0.29 1.01
H 1.18 -1.44 -2.98
H 1.67 0.10 -2.97
C -3.39 0.57 -2.59
C -2.64 1.57 -3.45
C -1.51 2.36 -2.67
O -1.85 2.75 -1.37
C -0.90 3.56 -0.72
N -1.99 0.85 -4.53
H -2.73 0.09 -1.87
H -3.99 -0.11 -3.20
H -3.97 1.21 -1.92
H -3.33 2.23 -3.98
H -1.20 3.22 -3.26
H -0.59 1.78 -2.57
H -0.88 4.62 -0.96
H 0.09 3.14 -0.90
H -1.06 3.55 0.36
H -1.68 1.51 -5.23
H -2.72 0.34 -4.99
C -6.23 2.57 2.63
C -5.26 1.41 2.19
C -5.65 0.59 0.93
O -4.61 -0.42 0.87
C -4.84 -1.50 -0.04
N -4.00 2.00 1.98
H -5.86 2.96 3.58
H -7.18 2.07 2.83
H -6.36 3.32 1.85
H -5.10 0.70 2.99
H -5.76 1.17 0.01
H -6.57 0.07 1.16
H -5.71 -2.11 0.19
H -3.96 -2.13 -0.05
H -5.02 -1.19 -1.08
H -4.16 2.65 1.22
H -3.49 1.26 1.53
```

Computed properties:
SMILES   COC[C@H](C)N.COC[C@H](C)N.COC[C@H](C)N.CCO.CCO.CCO.CCO.CCO.CCO.CCO.CO.CO
ΔE to the lowest compared entry with this formula, charge and spin   9.9 kcal/mol
Calculated total energy   -59417.4078 eV
Kohn-Sham gap   9.1 eV

(2)
# C28H85O37P9

10 unconnected molecules or ions with the total composition C28H85O37P9 (the ωB97M-V functional and the def2-TZVPD basis, the Open Molecules 2025 dataset).

```
159
Properties=species:S:1:pos:R:3
C -8.41 -1.56 -1.88
O -8.28 -1.98 -0.57
P -7.15 -1.34 0.39
O -5.78 -1.30 -0.16
O -7.26 -2.10 1.81
C -8.50 -2.52 2.27
O -7.72 0.12 0.83
C -7.15 0.95 1.82
H -7.80 -2.13 -2.58
H -8.31 -0.49 -2.01
H -9.45 -1.85 -2.06
H -8.72 -3.58 2.15
H -9.32 -1.98 1.79
H -8.49 -2.25 3.32
H -6.82 1.90 1.40
H -6.32 0.52 2.38
H -7.96 1.17 2.52
C -5.70 -8.45 1.79
O -5.19 -8.19 3.08
P -3.70 -8.72 3.39
O -3.09 -9.64 2.35
O -3.94 -9.33 4.87
C -3.03 -10.23 5.59
O -2.86 -7.37 3.67
C -2.40 -6.62 2.54
H -6.01 -7.54 1.29
H -6.55 -9.14 1.85
H -4.96 -8.86 1.11
H -2.71 -9.67 6.47
H -2.14 -10.43 5.00
H -3.52 -11.15 5.91
H -2.66 -7.12 1.61
H -1.33 -6.44 2.63
H -2.84 -5.62 2.59
C 6.68 4.89 2.81
O 7.61 5.12 1.75
P 9.13 5.69 2.08
O 10.00 5.86 0.87
O 9.70 4.70 3.27
C 10.49 3.59 2.94
O 8.79 7.11 2.81
C 9.75 8.10 2.95
H 5.81 5.54 2.74
H 7.11 4.99 3.81
H 6.35 3.85 2.72
H 10.41 2.73 3.61
H 11.50 3.99 2.97
H 10.45 3.27 1.90
H 9.86 8.28 4.02
H 9.33 9.02 2.53
H 10.74 7.94 2.53
C 2.77 -8.53 -6.06
O 3.82 -7.67 -6.60
P 4.66 -6.69 -5.52
O 5.71 -5.77 -6.10
O 3.50 -5.93 -4.77
C 3.80 -5.07 -3.65
O 5.24 -7.78 -4.42
C 6.43 -8.51 -4.80
H 2.30 -8.25 -5.11
H 3.09 -9.57 -6.00
H 1.87 -8.56 -6.67
H 3.45 -5.62 -2.78
H 3.15 -4.19 -3.64
H 4.83 -4.73 -3.61
H 7.27 -8.22 -4.17
H 6.78 -8.31 -5.82
H 6.29 -9.58 -4.68
C -6.58 -7.66 -5.07
O -5.34 -7.08 -4.78
P -4.15 -7.11 -5.92
O -4.55 -6.42 -7.17
O -2.84 -6.47 -5.15
C -2.81 -5.05 -5.05
O -3.77 -8.67 -6.10
C -3.58 -9.36 -4.94
H -6.65 -8.75 -4.98
H -6.96 -7.48 -6.08
H -7.36 -7.17 -4.48
H -1.84 -4.73 -5.42
H -2.96 -4.93 -3.98
H -3.50 -4.51 -5.69
H -2.85 -10.16 -5.11
H -4.51 -9.81 -4.59
H -3.06 -8.85 -4.13
C 2.87 6.21 -2.21
O 3.30 7.39 -1.57
P 4.10 8.52 -2.46
O 3.72 8.67 -3.89
O 3.91 9.88 -1.59
C 4.43 9.92 -0.28
O 5.64 8.10 -2.26
C 6.58 8.66 -3.18
H 3.18 6.22 -3.26
H 1.80 6.01 -2.15
H 3.24 5.33 -1.69
H 5.06 9.06 -0.07
H 3.67 9.97 0.49
H 5.12 10.77 -0.20
H 6.89 7.89 -3.89
H 7.46 9.08 -2.68
H 6.07 9.42 -3.77
C -1.59 7.31 3.04
O -1.35 6.28 3.92
P -2.05 6.27 5.42
O -3.52 6.57 5.44
O -1.61 4.76 5.99
C -0.23 4.37 5.82
O -1.07 7.24 6.21
C -1.40 7.65 7.48
H -1.98 7.02 2.07
H -0.63 7.78 2.81
H -2.29 8.08 3.37
H 0.15 4.26 6.83
H 0.32 5.15 5.28
H -0.24 3.40 5.31
H -0.60 7.53 8.21
H -2.23 7.24 8.07
H -1.62 8.71 7.42
C 3.94 -4.11 4.08
O 3.21 -3.07 4.76
P 3.31 -2.75 6.33
O 3.87 -3.80 7.21
O 4.10 -1.30 6.33
C 5.46 -1.26 5.87
O 1.74 -2.32 6.66
C 0.77 -3.29 7.04
H 4.67 -4.57 4.74
H 4.48 -3.71 3.22
H 3.34 -4.99 3.86
H 5.55 -0.38 5.23
H 5.69 -2.17 5.31
H 6.19 -1.17 6.67
H 1.16 -4.29 7.21
H -0.02 -3.28 6.28
H 0.18 -2.95 7.89
C -2.11 7.37 -6.95
O -3.32 6.80 -7.38
P -4.43 6.20 -6.34
O -5.56 5.48 -6.95
O -3.51 5.29 -5.44
C -4.13 4.31 -4.65
O -4.86 7.49 -5.45
C -5.56 8.42 -6.10
H -2.03 7.46 -5.87
H -1.96 8.38 -7.35
H -1.32 6.73 -7.33
H -3.74 3.33 -4.93
H -5.22 4.32 -4.78
H -3.88 4.41 -3.60
H -5.58 8.31 -7.18
H -5.05 9.38 -5.96
H -6.61 8.42 -5.81
C -0.34 0.54 1.05
O -0.54 0.04 -0.27
H -1.23 1.08 1.38
H -0.29 -0.24 1.81
H 0.54 1.19 1.09
H -1.28 -0.57 -0.18
```

Computed properties:
SMILES   COP(=O)(OC)OC.COP(=O)(OC)OC.COP(=O)(OC)OC.COP(=O)(OC)OC.COP(=O)(OC)OC.COP(=O)(OC)OC.COP(=O)(OC)OC.COP(=O)(OC)OC.COP(=O)(OC)OC.CO
ΔE to the lowest compared entry with this formula, charge and spin   123.1 kcal/mol
Calculated total energy   -189786.6865 eV
Kohn-Sham gap   10.3 eV

(3)
# C28H88O16

A molecular structure, C28H88O16 (the ωB97M-V functional and the def2-TZVPD basis, the Open Molecules 2025 dataset).

```
132
Properties=species:S:1:pos:R:3
C -8.85 11.48 -6.10
C -9.36 12.64 -7.05
C -8.33 13.78 -7.26
O -9.41 12.02 -8.36
H -8.65 11.80 -5.08
H -7.96 11.05 -6.56
H -9.54 10.64 -5.97
H -10.33 13.03 -6.73
H -8.17 14.36 -6.35
H -8.73 14.44 -8.03
H -7.36 13.37 -7.52
H -9.24 12.67 -9.04
C -5.57 12.96 -8.07
C -4.22 13.43 -7.59
C -3.21 13.40 -8.72
O -4.35 14.74 -7.06
H -5.59 11.92 -8.40
H -6.03 13.65 -8.78
H -6.28 13.03 -7.25
H -3.99 12.69 -6.82
H -2.30 13.91 -8.41
H -3.58 13.85 -9.64
H -2.99 12.33 -8.84
H -4.26 15.33 -7.82
C -12.42 13.16 -8.76
C -11.57 12.67 -10.00
C -12.38 11.84 -11.06
O -11.12 13.90 -10.57
H -12.88 12.37 -8.17
H -13.22 13.83 -9.09
H -11.83 13.75 -8.06
H -10.71 12.15 -9.59
H -11.70 11.66 -11.88
H -13.23 12.40 -11.47
H -12.86 10.97 -10.61
H -11.90 14.35 -10.90
C -9.69 8.41 -6.15
C -8.29 8.12 -6.70
C -8.25 7.26 -7.95
O -7.61 9.37 -6.94
H -9.64 8.89 -5.18
H -10.16 7.44 -6.00
H -10.16 9.08 -6.87
H -7.71 7.55 -5.97
H -7.20 7.10 -8.19
H -8.64 7.85 -8.78
H -8.74 6.30 -7.84
H -8.12 9.80 -7.64
C -10.07 8.24 -3.22
C -10.60 9.63 -3.09
C -10.49 10.47 -4.34
O -11.98 9.41 -2.71
H -10.06 7.82 -2.22
H -9.06 8.17 -3.62
H -10.70 7.59 -3.83
H -10.03 10.07 -2.27
H -10.76 11.51 -4.19
H -11.12 10.02 -5.10
H -9.45 10.42 -4.66
H -12.33 10.10 -2.15
C -7.43 11.48 -9.54
C -6.32 11.16 -10.65
C -6.65 11.51 -12.07
O -5.14 11.83 -10.26
H -8.42 11.14 -9.83
H -7.49 12.55 -9.35
H -7.09 11.08 -8.58
H -6.16 10.09 -10.60
H -7.10 12.50 -12.11
H -7.38 10.83 -12.49
H -5.75 11.40 -12.67
H -5.18 12.78 -10.39
C -6.50 12.35 -4.19
O -6.62 11.19 -3.39
H -7.41 12.45 -4.78
H -6.30 13.27 -3.65
H -5.68 12.30 -4.91
H -6.77 10.46 -4.00
C -8.49 14.25 -10.02
O -9.48 13.48 -9.43
H -8.50 14.00 -11.08
H -8.72 15.31 -9.91
H -7.53 14.00 -9.56
H -10.32 13.62 -9.88
C -6.28 14.55 -5.70
O -4.98 14.33 -5.30
H -6.89 14.97 -4.91
H -6.28 15.34 -6.45
H -6.81 13.73 -6.19
H -4.50 14.31 -6.13
C -10.91 15.42 -8.40
O -11.48 15.61 -7.12
H -11.64 14.96 -9.07
H -10.50 16.29 -8.91
H -10.05 14.75 -8.33
H -12.17 16.27 -7.20
C -6.91 8.92 -4.39
O -7.01 10.14 -5.09
H -7.05 8.96 -3.31
H -7.57 8.21 -4.90
H -5.92 8.52 -4.57
H -7.29 10.03 -6.00
C -11.35 11.21 -6.97
O -12.71 10.78 -6.84
H -10.90 11.48 -6.02
H -10.79 10.37 -7.37
H -11.28 12.05 -7.66
H -12.85 10.23 -7.62
C -8.80 16.47 -6.90
O -8.79 17.72 -6.18
H -9.61 16.60 -7.62
H -7.85 16.19 -7.36
H -9.05 15.64 -6.24
H -8.35 18.36 -6.74
C -9.58 9.68 -9.28
O -8.54 10.20 -8.53
H -10.08 10.43 -9.90
H -9.12 8.91 -9.90
H -10.26 9.07 -8.69
H -8.83 11.08 -8.26
C -11.41 13.69 -5.75
O -10.52 14.79 -5.63
H -11.83 13.49 -6.74
H -10.90 12.82 -5.35
H -12.29 13.85 -5.13
H -10.66 15.35 -6.39
C -8.83 15.03 -3.63
O -8.92 14.03 -4.62
H -7.77 15.11 -3.40
H -9.14 15.96 -4.12
H -9.52 14.81 -2.82
H -9.81 14.01 -4.97
```

Computed properties:
ΔE to the lowest compared entry with this formula, charge and spin   1004.3 kcal/mol
Calculated total energy   -63175.7922 eV
Kohn-Sham gap   6.3 eV

(4)
# C29H16F15N6O2Rh

A molecular structure, C29H16F15N6O2Rh (the ωB97M-V functional and the def2-TZVPD basis, the Open Molecules 2025 dataset).

```
69
Properties=species:S:1:pos:R:3
Rh -0.42 0.32 0.44
C -3.22 2.00 -1.63
N -2.04 1.22 -1.85
C -2.35 -0.10 -2.39
C -1.18 -1.08 -2.37
N -0.78 -1.41 -1.02
C -0.37 -2.67 -0.83
C -0.52 -3.29 0.45
F -1.18 -2.64 1.41
C -0.08 -4.56 0.74
F -0.29 -5.07 1.97
C 0.52 -5.36 -0.22
F 0.94 -6.61 0.06
C 0.68 -4.82 -1.48
F 1.29 -5.54 -2.45
C 0.25 -3.53 -1.77
F 0.57 -3.08 -3.01
C -0.98 1.96 -2.54
C 0.15 2.23 -1.56
N 0.70 0.97 -1.09
C 1.82 0.48 -1.64
C 2.46 1.02 -2.80
F 1.89 2.00 -3.56
C 3.65 0.56 -3.33
F 4.17 1.18 -4.42
C 4.31 -0.52 -2.79
F 5.49 -0.96 -3.29
C 3.69 -1.15 -1.73
F 4.26 -2.25 -1.20
C 2.50 -0.70 -1.21
F 1.99 -1.50 -0.25
H -3.83 2.14 -2.55
H -2.95 2.99 -1.26
H -3.85 1.52 -0.88
H -2.74 -0.02 -3.42
H -3.14 -0.52 -1.76
H -0.36 -0.70 -2.99
H -1.56 -1.97 -2.90
H -1.36 2.89 -2.98
H -0.59 1.36 -3.37
H -0.25 2.75 -0.69
H 0.91 2.89 -2.00
N -3.75 1.73 1.74
C -2.51 0.94 1.88
O -2.36 -0.09 1.04
C -3.02 0.48 3.26
C -3.70 -0.76 3.31
N -4.29 -1.75 3.36
C -3.15 1.27 4.42
N -3.28 1.88 5.39
H -4.45 1.02 1.49
H -2.39 3.07 0.93
C -0.55 2.09 3.10
C -1.20 1.77 1.77
O -1.45 3.02 1.13
H -1.22 2.69 3.73
H 0.35 2.68 2.94
H -0.28 1.18 3.64
F 0.81 -1.39 2.69
C 1.60 -0.32 2.45
C 1.23 0.61 1.48
C 2.11 1.69 1.39
F 1.87 2.76 0.60
C 3.27 1.80 2.16
F 4.07 2.88 2.02
C 3.60 0.83 3.08
F 4.72 0.94 3.82
C 2.74 -0.24 3.23
F 3.03 -1.19 4.14
```

Computed properties:
Calculated total energy   -87132.4969 eV
Kohn-Sham gap (spin up / spin down)   4.6 / 4.6 eV
Charge   -2

Question: Which of these has the lowest calculated total energy?
Answer: C28H85O37P9

Question: Which value of calculated total energy does entry 4 give?
Answer: -87132.4969 eV

Question: Which value of calculated total energy does entry 4 give?
Answer: -87132.4969 eV